{
  "formula": "C24H51AsBr4O5PPtSbSi3",
  "method": "wB97M-V/def2-TZVPD",
  "molar_mass_g_mol": 1246.3,
  "gap_ev": 6.5,
  "largest_force_ha_per_bohr": 0.01572,
  "total_charge": 0,
  "elements": ["Pt", "Br", "C", "C", "Br", "C", "Br", "C", "O", "C", "O", "C", "Br", "C", "As", "C", "C", "H", "H", "H", "H", "H", "H", "H", "H", "H", "C", "C", "O", "P", "O", "C", "C", "O", "C", "C", "H", "H", "H", "H", "H", "H", "H", "H", "H", "H", "H", "H", "H", "H", "H", "C", "Si", "C", "C", "Sb", "Si", "C", "C", "C", "Si", "C", "C", "C", "H", "H", "H", "H", "H", "H", "H", "H", "H", "H", "H", "H", "H", "H", "H", "H", "H", "H", "H", "H", "H", "H", "H", "H", "H", "H", "H"],
  "coordinates": [[-0.598, -0.272, -0.407], [3.585, -5.566, -1.244], [3.110, -3.894, -0.500], [3.462, -3.551, 0.795], [4.432, -4.776, 1.866], [3.102, -2.304, 1.317], [3.617, -1.789, 3.062], [2.367, -1.359, 0.578], [2.098, -0.164, 0.959], [1.894, -1.797, -0.703], [1.087, -0.981, -1.371], [2.328, -2.995, -1.241], [1.840, -3.338, -3.035], [-3.160, 2.480, 0.037], [-2.728, 0.600, 0.003], [-3.843, 0.070, -1.507], [-3.762, 0.016, 1.538], [-4.248, 2.558, -0.002], [-2.727, 2.981, -0.825], [-2.801, 2.941, 0.952], [-3.699, 0.783, -2.317], [-4.893, 0.071, -1.212], [-3.547, -0.914, -1.861], [-4.822, 0.185, 1.353], [-3.453, 0.593, 2.410], [-3.575, -1.038, 1.734], [-4.351, -4.447, 0.279], [-3.554, -3.256, -0.196], [-2.516, -2.991, 0.766], [-1.087, -2.408, 0.283], [-0.575, -3.486, -0.743], [-0.322, -4.875, -0.415], [-0.867, -5.743, -1.522], [-0.270, -2.541, 1.625], [-0.548, -3.313, 2.809], [-1.242, -2.449, 3.835], [-5.149, -4.670, -0.430], [-4.798, -4.247, 1.253], [-3.709, -5.324, 0.365], [-4.186, -2.368, -0.273], [-3.106, -3.448, -1.174], [-0.781, -5.115, 0.547], [0.759, -4.980, -0.325], [-1.949, -5.631, -1.617], [-0.648, -6.790, -1.307], [-0.397, -5.477, -2.467], [0.427, -3.643, 3.163], [-1.148, -4.187, 2.554], [-0.655, -1.550, 4.026], [-1.348, -2.998, 4.772], [-2.236, -2.159, 3.491], [1.429, 5.418, -1.483], [0.064, 4.129, -1.227], [-1.143, 5.010, -0.038], [-0.809, 3.841, -2.884], [1.045, 1.830, -0.349], [1.390, 2.629, 2.072], [-0.234, 2.154, 2.888], [2.818, 1.865, 2.981], [1.642, 4.490, 2.102], [2.802, 1.441, -2.206], [3.665, 3.066, -2.583], [1.814, 0.911, -3.705], [4.134, 0.236, -1.708], [1.059, 6.403, -1.189], [1.740, 5.479, -2.525], [2.320, 5.213, -0.888], [-2.078, 5.265, -0.542], [-0.688, 5.949, 0.283], [-1.383, 4.452, 0.865], [-1.734, 4.417, -2.964], [-1.049, 2.787, -3.045], [-0.160, 4.149, -3.707], [-0.447, 1.101, 2.687], [-1.075, 2.758, 2.540], [-0.146, 2.290, 3.970], [2.594, 0.830, 3.224], [2.999, 2.436, 3.898], [3.732, 1.860, 2.387], [0.907, 5.059, 1.539], [2.636, 4.751, 1.732], [1.587, 4.813, 3.146], [3.011, 3.786, -3.069], [4.481, 2.841, -3.277], [4.103, 3.534, -1.700], [1.409, 1.771, -4.243], [1.009, 0.233, -3.427], [2.480, 0.369, -4.383], [4.489, 0.431, -0.695], [4.975, 0.356, -2.397], [3.802, -0.798, -1.756]],
  "mulliken_charge": [1.41, -0.08, -0.23, 0.28, -0.19, -0.10, -0.15, -0.28, -0.09, -0.32, -1.60, 0.56, -0.15, -0.88, 0.81, -1.39, -1.01, 0.53, 0.03, 0.30, 0.42, 0.42, 0.32, 0.46, 0.41, 0.08, -1.66, 0.18, -0.31, 0.08, -0.05, 0.59, -1.55, 0.03, -0.20, -1.14, 0.42, 0.35, 0.36, 0.12, 0.40, 0.11, 0.01, 0.35, 0.42, 0.26, 0.43, 0.20, 0.24, 0.46, 0.18, -1.36, 1.47, -1.70, -1.50, -1.37, 0.88, -0.59, -0.91, -1.08, 0.89, -1.20, -0.95, -1.03, 0.44, 0.43, 0.26, 0.54, 0.59, 0.34, 0.46, 0.27, 0.45, -0.27, 0.23, 0.53, -0.08, 0.42, 0.34, 0.20, 0.27, 0.39, 0.25, 0.43, 0.30, 0.33, 0.11, 0.42, 0.26, 0.55, 0.16]
}



{
  "formula": "C51H47Cl4N3O4PS4Sn",
  "method": "wB97M-V/def2-TZVPD",
  "molar_mass_g_mol": 1185.7,
  "gap_ev": [4.5, 4.6],
  "largest_force_ha_per_bohr": 0.01326,
  "total_charge": -2,
  "s2": 0.783,
  "multiplicity": 2,
  "elements": ["Sn", "C", "C", "S", "C", "C", "S", "C", "C", "S", "H", "H", "H", "H", "H", "H", "H", "H", "H", "H", "H", "H", "Cl", "C", "C", "Cl", "C", "Cl", "C", "O", "C", "O", "C", "Cl", "S", "C", "C", "C", "C", "C", "C", "C", "C", "H", "H", "H", "H", "H", "H", "H", "O", "P", "C", "C", "C", "C", "C", "C", "C", "C", "C", "C", "C", "C", "C", "C", "C", "C", "C", "C", "H", "H", "H", "H", "H", "H", "H", "H", "H", "H", "H", "H", "H", "H", "H", "C", "C", "C", "C", "C", "N", "C", "O", "N", "C", "C", "C", "C", "N", "C", "C", "C", "H", "H", "H", "H", "H", "H", "H", "H", "H", "H", "H", "H", "H"],
  "coordinates": [[0.279, 0.222, -0.164], [1.624, -3.547, 2.375], [3.037, -3.273, 1.860], [3.212, -1.655, 1.037], [4.032, -2.093, -0.514], [3.309, -3.087, -1.419], [1.637, -2.534, -1.899], [0.589, -3.955, -1.491], [0.654, -4.511, -0.073], [0.263, -3.278, 1.206], [1.591, -4.566, 2.773], [1.389, -2.872, 3.201], [3.722, -3.330, 2.710], [3.342, -4.059, 1.168], [4.130, -1.131, -1.019], [5.042, -2.461, -0.310], [3.916, -3.213, -2.320], [3.251, -4.067, -0.942], [-0.412, -3.561, -1.674], [0.759, -4.771, -2.200], [-0.059, -5.340, -0.014], [1.639, -4.934, 0.132], [5.302, 2.553, -4.500], [3.799, 1.935, -3.896], [2.743, 1.700, -4.747], [2.896, 2.027, -6.441], [1.540, 1.191, -4.240], [0.221, 0.847, -5.307], [1.354, 0.922, -2.888], [0.263, 0.429, -2.391], [2.459, 1.189, -1.994], [2.302, 0.932, -0.729], [3.645, 1.668, -2.529], [4.970, 1.908, -1.435], [-1.786, 0.559, 3.351], [-0.155, 0.346, 3.028], [-0.524, 2.410, -0.028], [-1.360, 2.815, -1.148], [-2.755, 2.657, -1.097], [-3.566, 2.977, -2.169], [-3.017, 3.457, -3.352], [-1.638, 3.622, -3.425], [-0.830, 3.318, -2.345], [-1.077, 2.417, 0.913], [0.399, 2.989, 0.064], [-3.200, 2.280, -0.182], [-4.640, 2.842, -2.079], [-3.648, 3.698, -4.200], [-1.181, 3.980, -4.341], [0.245, 3.440, -2.432], [-2.024, -1.685, -0.664], [-3.300, -1.801, -1.391], [-4.545, -0.736, -0.616], [-5.719, -0.321, -1.240], [-6.618, 0.479, -0.557], [-6.346, 0.866, 0.750], [-5.176, 0.455, 1.371], [-4.273, -0.345, 0.692], [-3.960, -3.490, -1.271], [-5.024, -3.972, -2.035], [-5.477, -5.266, -1.856], [-4.874, -6.089, -0.910], [-3.817, -5.610, -0.143], [-3.362, -4.316, -0.321], [-3.256, -1.372, -3.147], [-3.227, -0.021, -3.479], [-3.071, 0.367, -4.799], [-2.922, -0.592, -5.789], [-2.917, -1.938, -5.458], [-3.079, -2.328, -4.140], [-5.917, -0.602, -2.269], [-7.522, 0.817, -1.048], [-7.044, 1.506, 1.278], [-4.941, 0.770, 2.380], [-3.340, -0.626, 1.166], [-5.495, -3.333, -2.773], [-6.301, -5.637, -2.454], [-5.227, -7.104, -0.773], [-3.346, -6.245, 0.597], [-2.537, -3.931, 0.266], [-3.291, 0.737, -2.705], [-3.025, 1.422, -5.034], [-2.773, -0.288, -6.817], [-2.768, -2.687, -6.227], [-3.059, -3.381, -3.883], [2.687, 5.889, 0.091], [3.476, 5.092, 1.090], [3.470, 3.703, 1.061], [4.182, 2.955, 1.982], [4.904, 3.593, 2.984], [5.635, 2.891, 3.963], [5.616, 1.528, 4.183], [6.640, 0.924, 4.483], [4.412, 0.908, 4.025], [3.104, 1.413, 4.231], [2.845, 2.573, 4.986], [1.497, 2.969, 5.075], [0.490, 2.261, 4.495], [0.752, 1.107, 3.772], [2.080, 0.726, 3.646], [4.923, 4.986, 3.022], [4.226, 5.720, 2.080], [2.317, 5.249, -0.707], [3.296, 6.676, -0.360], [1.825, 6.367, 0.562], [2.902, 3.176, 0.305], [4.150, 1.876, 1.914], [6.522, 3.290, 4.216], [4.489, -0.086, 3.892], [3.630, 3.129, 5.468], [1.240, 3.879, 5.604], [-0.552, 2.539, 4.527], [2.232, -0.121, 2.994], [5.476, 5.491, 3.807], [4.253, 6.803, 2.128]],
  "lowdin_spin": [-0.01, 0.00, 0.00, 0.00, 0.00, 0.00, 0.00, 0.00, 0.00, 0.00, 0.00, 0.00, 0.00, 0.00, 0.00, 0.00, 0.00, 0.00, 0.00, 0.00, 0.00, 0.00, 0.00, 0.00, 0.00, 0.00, 0.00, 0.00, 0.00, 0.00, 0.00, 0.00, 0.00, 0.00, 0.12, 0.06, 0.00, 0.00, 0.00, 0.00, 0.00, 0.00, 0.00, 0.00, 0.00, 0.00, 0.00, 0.00, 0.00, 0.00, 0.00, 0.00, 0.00, 0.00, 0.00, 0.00, 0.00, 0.00, 0.00, 0.00, 0.00, 0.00, 0.00, 0.00, 0.00, 0.00, 0.00, 0.00, 0.00, 0.00, 0.00, 0.00, 0.00, 0.00, 0.00, 0.00, 0.00, 0.00, 0.00, 0.00, 0.00, 0.00, 0.00, 0.00, 0.00, 0.00, 0.00, 0.00, 0.01, 0.00, 0.00, 0.00, 0.00, -0.01, 0.04, 0.25, 0.03, 0.15, 0.15, 0.16, 0.00, 0.00, 0.00, 0.00, 0.00, 0.00, 0.00, 0.00, 0.00, 0.02, 0.00, 0.01, 0.01, 0.00, 0.00]
}



{
  "formula": "BH20O8",
  "method": "wB97M-V/def2-TZVPD",
  "molar_mass_g_mol": 159.0,
  "gap_ev": 10.4,
  "largest_force_ha_per_bohr": 0.03126,
  "total_charge": -1,
  "elements": ["B", "H", "H", "H", "H", "O", "H", "H", "O", "H", "H", "O", "H", "H", "O", "H", "H", "O", "H", "H", "O", "H", "H", "O", "H", "H", "O", "H", "H"],
  "coordinates": [[0.316, -0.060, -0.352], [0.995, 0.308, 0.498], [-0.735, 0.404, -0.292], [0.715, 0.197, -1.401], [0.231, -1.207, -0.355], [-0.922, -1.241, -2.862], [-0.054, -1.446, -3.216], [-0.737, -0.687, -2.078], [-2.148, -1.686, 0.377], [-1.602, -0.963, -0.009], [-3.055, -1.460, 0.150], [-0.806, 0.826, 2.540], [-0.270, 0.412, 1.832], [-0.202, 1.443, 2.962], [-3.049, 1.591, 1.155], [-2.363, 1.209, 1.747], [-3.651, 0.863, 0.978], [2.533, -2.414, -0.786], [2.042, -2.801, -0.054], [1.934, -1.744, -1.146], [1.584, -1.446, 2.067], [0.690, -1.801, 2.137], [1.574, -0.929, 1.228], [-0.513, 2.921, -0.510], [-0.492, 1.943, -0.565], [0.273, 3.148, -0.005], [2.577, 1.799, -1.647], [1.837, 1.228, -1.344], [3.301, 1.592, -1.049]],
  "nbo_charge": [-0.88, -0.03, -0.02, -0.02, 0.01, -0.96, 0.46, 0.50, -0.98, 0.51, 0.45, -0.97, 0.51, 0.47, -0.97, 0.50, 0.45, -0.96, 0.48, 0.49, -0.99, 0.47, 0.50, -0.96, 0.49, 0.46, -0.98, 0.50, 0.46]
}



{
  "formula": "C4H23NO7",
  "method": "wB97M-V/def2-TZVPD",
  "smiles": "COC[C@H](C)N.O.O.O.O.O.O",
  "molar_mass_g_mol": 197.2,
  "gap_ev": 9.0,
  "largest_force_ha_per_bohr": 0.01889,
  "total_charge": 0,
  "elements": ["C", "O", "C", "C", "C", "N", "H", "H", "H", "H", "H", "H", "H", "H", "H", "H", "H", "O", "H", "H", "O", "H", "H", "O", "H", "H", "O", "H", "H", "O", "H", "H", "O", "H", "H"],
  "coordinates": [[-0.122, 2.846, 0.395], [-0.563, 2.610, 1.703], [0.113, 1.542, 2.320], [-0.434, 0.181, 1.932], [-1.780, -0.089, 2.588], [0.543, -0.825, 2.386], [0.813, 3.435, 0.405], [-0.877, 3.394, -0.160], [0.142, 1.934, -0.151], [1.197, 1.617, 2.117], [0.042, 1.657, 3.406], [-0.558, 0.136, 0.844], [-2.063, -1.139, 2.510], [-2.580, 0.505, 2.150], [-1.726, 0.171, 3.651], [1.397, -0.733, 1.841], [0.197, -1.756, 2.174], [-2.135, 1.860, -2.229], [-2.609, 1.790, -1.395], [-1.384, 1.262, -2.138], [2.066, 1.139, -2.389], [2.418, 2.034, -2.382], [2.763, 0.584, -2.014], [3.357, -1.795, -1.188], [3.243, -1.966, -0.249], [2.629, -2.267, -1.615], [-2.773, -1.354, -0.618], [-2.166, -1.061, -1.312], [-2.852, -2.305, -0.733], [-0.268, -0.450, -1.729], [0.478, 0.140, -1.921], [0.118, -1.325, -1.838], [1.131, -3.605, -1.891], [0.452, -3.862, -2.524], [1.790, -4.307, -1.946]],
  "nbo_charge": [-0.25, -0.54, -0.06, -0.09, -0.61, -0.84, 0.15, 0.20, 0.16, 0.15, 0.19, 0.19, 0.21, 0.22, 0.20, 0.34, 0.35, -0.95, 0.47, 0.48, -0.97, 0.49, 0.50, -0.96, 0.47, 0.49, -0.95, 0.49, 0.46, -1.00, 0.51, 0.48, -0.97, 0.49, 0.49]
}



{
  "formula": "C9H12Cl2F2NO21PdS2",
  "method": "wB97M-V/def2-TZVPD",
  "molar_mass_g_mol": 749.6,
  "gap_ev": [7.7, 5.8],
  "largest_force_ha_per_bohr": 0.16500,
  "total_charge": -1,
  "s2": 2.003,
  "multiplicity": 3,
  "elements": ["Pd", "Cl", "O", "O", "O", "O", "Cl", "O", "O", "O", "O", "N", "S", "O", "O", "F", "S", "O", "O", "F", "C", "C", "O", "C", "O", "O", "H", "H", "H", "H", "C", "C", "O", "C", "O", "O", "H", "H", "H", "H", "C", "C", "O", "C", "O", "O", "H", "H", "H", "H"],
  "coordinates": [[-0.458, 0.574, -0.637], [-1.032, -2.458, -2.924], [-2.318, -2.870, -2.532], [-1.205, -1.892, -4.209], [-0.565, -1.343, -2.195], [-0.112, -3.561, -3.077], [0.015, 3.148, 1.619], [-0.700, 1.972, 1.636], [0.467, 2.958, 0.288], [-0.957, 4.184, 1.810], [1.034, 3.314, 2.648], [-1.781, 1.599, -1.939], [-1.546, 1.831, -3.685], [-1.323, 3.185, -4.319], [-2.237, 0.812, -4.540], [-0.029, 1.212, -3.740], [-2.958, 2.628, -2.037], [-4.273, 2.220, -2.587], [-2.606, 4.034, -2.104], [-3.154, 2.441, -0.472], [-3.494, -1.735, 3.025], [-4.400, -2.294, 1.922], [-3.547, -2.145, 0.867], [-2.591, -1.152, 1.151], [-1.890, -0.619, 0.355], [-2.480, -0.941, 2.417], [-3.166, -2.502, 3.726], [-4.113, -1.060, 3.617], [-5.353, -1.766, 1.954], [-4.624, -3.306, 2.259], [5.194, 0.401, -1.558], [4.895, 0.650, -3.011], [3.632, 1.097, -2.928], [2.962, 0.625, -1.850], [1.754, 0.680, -1.648], [3.911, 0.301, -0.987], [5.748, 1.304, -1.300], [5.784, -0.511, -1.464], [5.020, -0.253, -3.610], [5.455, 1.534, -3.313], [2.403, -1.832, 3.719], [1.217, -0.889, 4.150], [0.847, -0.320, 2.909], [1.449, -0.868, 1.884], [1.035, -0.812, 0.726], [2.623, -1.408, 2.384], [2.235, -2.903, 3.835], [3.259, -1.665, 4.372], [1.619, -0.165, 4.859], [0.355, -1.433, 4.535]],
  "nbo_charge": [1.57, 2.61, -0.86, -0.90, -0.93, -0.85, 2.59, -0.94, -0.91, -0.84, -0.84, -1.11, 2.22, -0.81, -0.81, -0.50, 2.37, -0.85, -0.86, -0.52, -0.11, -0.08, -0.46, 1.03, -0.63, -0.43, 0.19, 0.19, 0.18, 0.19, -0.10, -0.08, -0.48, 1.02, -0.62, -0.47, 0.19, 0.20, 0.18, 0.19, -0.10, -0.09, -0.45, 1.02, -0.61, -0.49, 0.18, 0.19, 0.20, 0.19]
}



{
  "formula": "C16H17N3O6S",
  "method": "wB97M-V/def2-TZVPD",
  "smiles": "COc1ccc([N+](=O)[O-])cc1NC(=O)CN(C)S(=O)(=O)c1ccccc1",
  "molar_mass_g_mol": 379.4,
  "gap_ev": 8.6,
  "largest_force_ha_per_bohr": 0.02847,
  "total_charge": 0,
  "elements": ["C", "O", "C", "C", "C", "C", "N", "O", "O", "C", "C", "N", "C", "O", "C", "N", "C", "S", "O", "O", "C", "C", "C", "C", "C", "C", "H", "H", "H", "H", "H", "H", "H", "H", "H", "H", "H", "H", "H", "H", "H", "H", "H"],
  "coordinates": [[-2.415, -0.833, 2.520], [-1.406, -0.131, 1.829], [-1.735, 1.029, 1.191], [-3.016, 1.561, 1.136], [-3.250, 2.747, 0.466], [-2.194, 3.401, -0.149], [-2.442, 4.643, -0.832], [-1.493, 5.244, -1.285], [-3.595, 5.020, -0.906], [-0.901, 2.888, -0.110], [-0.662, 1.699, 0.555], [0.595, 1.119, 0.656], [1.712, 1.419, -0.063], [1.860, 2.391, -0.759], [2.846, 0.428, 0.201], [2.348, -0.912, 0.474], [3.350, -1.785, 1.052], [1.765, -1.580, -0.994], [2.872, -1.917, -1.839], [0.765, -0.685, -1.486], [0.971, -3.077, -0.417], [1.516, -4.309, -0.722], [0.881, -5.457, -0.276], [-0.286, -5.356, 0.465], [-0.826, -4.113, 0.760], [-0.196, -2.962, 0.315], [-2.864, -0.217, 3.304], [-1.916, -1.687, 2.977], [-3.194, -1.187, 1.839], [-3.842, 1.058, 1.612], [-4.241, 3.171, 0.416], [-0.096, 3.407, -0.606], [0.617, 0.226, 1.135], [3.399, 0.783, 1.077], [3.522, 0.442, -0.664], [3.694, -1.362, 1.994], [4.202, -1.923, 0.379], [2.888, -2.752, 1.243], [2.421, -4.345, -1.309], [1.294, -6.426, -0.509], [-0.781, -6.251, 0.810], [-1.740, -4.044, 1.330], [-0.593, -1.980, 0.512]],
  "nbo_charge": [-0.26, -0.53, 0.37, -0.32, -0.17, 0.00, 0.53, -0.37, -0.39, -0.20, 0.10, -0.62, 0.70, -0.58, -0.34, -0.67, -0.43, 2.30, -0.94, -0.92, -0.36, -0.18, -0.21, -0.18, -0.23, -0.13, 0.19, 0.20, 0.18, 0.23, 0.25, 0.29, 0.43, 0.24, 0.23, 0.21, 0.20, 0.22, 0.25, 0.22, 0.22, 0.22, 0.23]
}



Which formula does entry 4 have? C4H23NO7